[1]
{
  "formula": "C7H14ClFS",
  "method": "wB97M-V/def2-TZVPD",
  "relative_energy_kj_mol": 0.0,
  "smiles": "C=C(Cl)[C@@H](C)F.CCSC",
  "e_homo_ev": -8.27,
  "total_charge": 0,
  "e_tot_ha": -1233.30361,
  "homo_lumo_gap_ev": 8.99,
  "symbols": ["C", "C", "H", "Cl", "H", "H", "C", "C", "H", "H", "H", "H", "H", "H", "H", "C", "C", "H", "S", "C", "H", "F", "H", "H"],
  "positions_angstrom": [[1.67274, 0.26087, 0.15388], [-3.73328, -0.49922, 0.11372], [1.58510, 1.00218, -1.82286], [1.60088, 1.82807, 0.91018], [-0.24383, -0.06529, -0.55363], [3.94155, -0.94433, 1.27215], [-0.87374, 0.67596, -1.05528], [1.79091, -0.90104, 1.10656], [3.07553, -1.75568, 2.59618], [-3.54525, -1.86811, -1.55086], [-3.10967, 0.14325, 0.74484], [-0.23729, 1.29770, -1.68775], [-2.14947, -1.86479, -0.47509], [-1.34983, 1.31691, -0.30789], [1.66399, -0.84432, -1.62121], [1.63815, 0.14073, -1.16655], [3.06651, -0.89385, 1.92601], [-4.49983, 0.12403, -0.35223], [-2.08087, -0.12616, -2.13315], [-2.90361, -1.21915, -0.94274], [1.72272, -1.82009, 0.51139], [0.70896, -0.88425, 1.97699], [3.12749, 0.01720, 2.52763], [-4.22914, -1.22487, 0.77003]],
  "atomic_forces_ev_per_a": [[1.2, -0.1, -0.2], [0.0, 0.0, 0.1], [0.3, -0.2, 0.2], [0.0, -0.1, -0.1], [-1.4, 0.4, -0.4], [-0.1, 0.0, 0.0], [-1.2, -0.1, 0.3], [0.4, 0.1, -0.3], [0.0, 0.1, -0.1], [0.1, 0.1, 0.1], [-0.1, -0.1, -0.1], [-0.5, -0.1, 0.1], [-0.1, 0.1, -0.1], [0.0, 0.0, -0.1], [-0.1, 0.1, 0.0], [1.7, 0.0, 0.4], [0.0, 0.1, 0.1], [0.1, 0.0, 0.0], [-0.1, 0.0, 0.0], [0.0, -0.1, 0.0], [0.0, 0.1, 0.1], [-0.3, -0.1, 0.1], [0.0, -0.1, -0.1], [0.1, 0.1, -0.1]]
}


[2]
{
  "formula": "C7H14ClNP2",
  "method": "wB97M-V/def2-TZVPD",
  "relative_energy_kj_mol": 0.4,
  "smiles": "CC(C)N(C1=P#P1Cl)C(C)C",
  "e_homo_ev": -8.27,
  "total_charge": 0,
  "e_tot_ha": -1472.70080,
  "homo_lumo_gap_ev": 7.95,
  "symbols": ["H", "C", "H", "C", "C", "H", "H", "H", "P", "P", "H", "H", "H", "H", "C", "H", "H", "H", "C", "H", "H", "N", "C", "C", "Cl"],
  "positions_angstrom": [[-1.05591, 2.96295, -1.22615], [-0.17923, -1.76433, 1.89677], [0.29732, 0.34408, 2.00705], [-0.86198, -0.82964, -0.75836], [1.99563, -0.64576, 0.88302], [-1.84064, 1.54313, -1.42169], [0.44461, 1.89638, 0.41958], [2.75211, -0.17378, 1.52091], [-1.32755, -2.55875, -0.90198], [-1.27435, -0.85145, -2.45860], [-1.07949, -2.06068, 1.50888], [2.12428, -0.30677, -0.08790], [0.52212, -2.45561, 1.51262], [0.15751, 1.38672, -2.59784], [0.81192, 1.37428, -1.71832], [-1.83550, 2.40784, 0.23909], [1.58471, 0.62427, -1.64435], [-0.27327, -1.88617, 2.93849], [0.46097, -0.43515, 1.28812], [2.25960, -1.74598, 1.04967], [1.34392, 2.32357, -1.69931], [-0.26077, 0.01456, 0.11335], [-0.04889, 1.36235, -0.47267], [-1.34968, 2.15013, -0.67207], [-3.36740, -2.67620, 0.28168]],
  "atomic_forces_ev_per_a": [[0.5, 2.5, -0.9], [2.7, 1.6, -1.2], [0.4, 0.6, 0.5], [0.9, 0.1, -0.5], [-0.7, -1.9, 3.2], [-1.3, 0.0, 0.4], [0.0, -0.6, -1.5], [-0.5, 0.4, 0.1], [-1.2, 1.4, -0.8], [-0.3, -1.7, 2.5], [-2.4, -0.1, -0.9], [0.5, 0.2, -1.8], [0.5, -1.5, 0.1], [0.6, -0.4, -0.1], [-0.1, 1.0, 0.6], [-0.7, -0.1, 0.4], [-0.1, -0.4, -0.7], [0.4, 0.5, 1.4], [0.0, -1.0, 0.7], [-0.4, 1.4, -0.9], [0.0, 0.2, -0.2], [-1.9, -0.9, -2.5], [0.8, 1.1, 3.5], [1.1, -2.7, -0.5], [1.3, 0.2, -0.9]]
}


[3]
{
  "formula": "C7H14ErO4",
  "method": "wB97M-V/def2-TZVPD",
  "multiplicity": 5,
  "e_homo_ev": [-14.43, -14.43],
  "total_charge": 2,
  "e_tot_ha": -1590.30641,
  "homo_lumo_gap_ev": [3.89, 3.93],
  "symbols": ["H", "H", "C", "H", "C", "H", "H", "C", "H", "H", "C", "H", "H", "C", "O", "O", "Er", "O", "C", "H", "O", "H", "H", "H", "C", "H"],
  "positions_angstrom": [[3.39617, 2.57577, 0.34269], [0.28121, -1.13768, 0.47976], [1.48232, -1.51755, 0.54963], [-4.69260, 1.06713, -1.74321], [-4.39742, 1.62441, -0.83918], [2.74499, 0.65048, 1.66067], [1.16299, -3.68996, 0.47250], [2.38442, 0.72535, 0.62211], [1.53120, -1.49963, 1.64984], [-1.66793, -0.12852, 1.57732], [1.70175, -2.85265, 0.03130], [2.21721, -2.99833, -0.91922], [-2.92226, -0.56536, -1.18845], [3.27344, 1.63251, -0.22151], [-2.56433, -1.83286, 1.06920], [-3.81722, 0.77697, 0.12191], [4.54224, -0.87544, -0.84996], [2.43805, -0.59898, 0.03773], [-2.06835, -0.74940, 0.74286], [-5.29302, 2.06932, -0.39028], [4.49993, 1.03331, -0.50448], [-3.69582, 2.42444, -1.13288], [2.72492, 1.88517, -1.14966], [1.34399, 1.07188, 0.61142], [-2.69104, 0.10186, -0.33276], [-1.91483, 0.80778, -0.69736]],
  "atomic_forces_ev_per_a": [[0.2, -0.4, -0.3], [3.1, -0.6, -0.6], [-3.5, 0.2, 1.5], [0.1, 0.1, 0.2], [-0.2, 0.4, -0.6], [-0.2, 0.0, -0.3], [0.3, 0.2, -0.2], [0.0, 0.8, 0.5], [0.4, -0.1, -0.1], [1.1, -0.3, -0.2], [0.2, -0.2, -0.2], [-0.3, -0.1, 0.0], [-0.1, 0.2, 0.2], [-2.0, 1.5, 0.5], [2.0, 1.4, -1.3], [0.4, -0.6, 1.0], [-0.7, 0.7, 0.6], [1.3, 0.1, -1.1], [-4.2, -0.5, 2.9], [0.3, -0.2, -0.1], [0.6, -1.9, -0.5], [-0.2, -0.2, 0.1], [0.5, -0.1, 0.2], [0.2, 0.0, 0.0], [0.9, -0.4, -2.3], [-0.2, 0.1, 0.0]]
}


[4]
{
  "formula": "C7H14F3O5S2",
  "method": "wB97M-V/def2-TZVPD",
  "e_homo_ev": -3.76,
  "total_charge": -1,
  "e_tot_ha": -1747.30585,
  "homo_lumo_gap_ev": 5.93,
  "symbols": ["O", "O", "C", "C", "C", "H", "H", "H", "C", "H", "H", "O", "F", "O", "H", "H", "H", "S", "C", "F", "S", "F", "H", "C", "H", "H", "H", "O", "H", "C", "H"],
  "positions_angstrom": [[-1.66440, 1.91448, -3.98494], [-1.85337, 3.93057, -2.52275], [0.30587, 1.77571, -1.61525], [0.21353, -1.57410, 1.14860], [-0.33929, 0.61437, -2.36822], [0.34648, 0.32994, -3.16445], [3.25923, -0.94945, 2.26949], [0.40575, 2.67930, -2.20637], [3.11742, -1.96800, 2.63321], [-0.44177, -0.19955, -1.65414], [2.51846, -1.62860, 4.64558], [-3.88357, 2.77828, -3.22917], [0.92132, -0.44308, 0.83922], [-0.57214, -2.85044, 2.97850], [2.84844, -2.59396, 1.78643], [-2.04214, -0.00761, -3.42982], [-0.89971, 0.87073, 0.29487], [-2.39008, 3.32191, -3.70343], [-1.71127, 0.90193, -2.93106], [0.92209, -2.60134, 0.65094], [-0.48572, 2.10595, -0.00822], [-0.91793, -1.49432, 0.39382], [1.74775, -3.03941, 3.94512], [-0.14762, -1.67033, 2.66434], [-2.45562, 1.10683, -2.16882], [4.07047, -2.34425, 3.01899], [-4.31557, 3.59416, -2.91848], [0.94551, -1.17657, 3.51572], [1.31799, 1.45322, -1.37725], [2.05545, -2.01129, 3.72850], [-0.87557, -0.82507, 2.76907]],
  "atomic_forces_ev_per_a": [[-0.9, 0.3, 0.7], [0.3, 0.4, 0.6], [0.5, -1.0, 0.6], [0.6, 0.3, 0.3], [0.0, 1.0, 0.2], [-0.1, -0.2, -0.2], [0.0, 0.0, 0.1], [-0.4, 0.2, 0.1], [0.0, -0.2, -0.1], [0.0, -0.3, -0.2], [-0.1, 0.0, 0.0], [0.2, 0.1, -0.3], [0.0, -0.3, -0.1], [0.0, 0.0, -0.3], [0.0, 0.0, 0.0], [-0.2, 0.0, -0.2], [0.2, 0.0, -0.2], [0.1, -0.2, -1.0], [0.3, -1.1, -0.3], [-0.2, 0.0, -0.1], [-0.5, 0.9, -0.1], [0.0, 0.0, 0.0], [-0.1, 0.0, -0.2], [-0.6, -0.9, 0.5], [0.1, 0.5, 0.1], [0.0, 0.1, 0.1], [0.0, -0.4, 0.1], [0.3, 0.6, -0.6], [0.2, 0.0, 0.0], [0.1, 0.1, 0.4], [0.1, 0.1, 0.1]]
}


[5]
{
  "formula": "C7H14I2O9PS",
  "method": "wB97M-V/def2-TZVPD",
  "e_homo_ev": -3.78,
  "total_charge": -1,
  "e_tot_ha": -2287.22221,
  "homo_lumo_gap_ev": 5.80,
  "symbols": ["O", "C", "O", "H", "O", "H", "H", "S", "C", "H", "H", "C", "C", "H", "H", "H", "H", "O", "H", "O", "C", "H", "O", "H", "I", "P", "I", "H", "O", "O", "C", "O", "H", "C"],
  "positions_angstrom": [[-0.58854, -1.30951, -4.60434], [-1.89210, -1.72102, -1.85558], [1.79473, -3.32527, -2.00834], [1.74269, 2.12681, 5.76468], [-0.88409, 1.84483, 2.37645], [-1.93385, 1.10592, -0.96060], [-1.11987, 0.65684, 0.53277], [-0.18217, 2.85964, 3.06702], [-1.95445, -1.03282, -0.50392], [-0.21063, -0.05041, -3.04559], [-0.27603, 0.52523, -5.01376], [-0.53166, -2.11615, -2.36231], [1.42864, 1.94430, 4.74064], [2.41079, 3.76532, 4.07821], [-1.56606, -1.66785, 0.28753], [2.34126, -3.80970, -1.37258], [1.65951, -0.64312, -1.29063], [1.49533, -1.28244, -0.58445], [3.14500, 2.27438, 3.42763], [0.19243, -3.34330, 0.01301], [2.21525, 2.75062, 3.72518], [-2.38297, -1.12586, -2.62485], [-0.63910, 4.20272, 3.08283], [1.10393, -1.22762, -3.45021], [-4.02893, -0.65644, 0.13790], [0.62568, -2.55913, -1.16505], [-3.14932, -3.55932, -1.78994], [1.46207, 0.87557, 4.52393], [0.08235, 2.40979, 4.57921], [-0.08299, -0.29189, -5.49844], [0.02382, -1.10269, -3.30742], [1.34377, 2.80962, 2.59206], [-0.33896, 0.32525, -0.99731], [-1.30556, 0.34768, -0.49375]],
  "atomic_forces_ev_per_a": [[0.0, 0.2, -0.1], [0.2, -0.8, -0.3], [0.1, -0.1, 0.1], [-0.1, 0.1, 0.0], [-0.1, 0.2, 0.1], [0.0, -0.1, -0.1], [-0.1, 0.0, -0.1], [0.1, -0.1, 0.0], [-0.4, 0.3, 0.0], [0.1, 0.0, 0.0], [-0.1, 0.0, 0.0], [0.2, 1.6, 0.9], [0.1, -0.2, -0.1], [0.0, 0.0, 0.0], [0.0, -0.1, -0.1], [-0.1, 0.1, -0.1], [0.1, -0.1, 0.1], [0.0, 0.2, -0.1], [-0.1, 0.0, -0.1], [0.1, 0.2, 0.0], [0.0, 0.1, 0.1], [-0.1, 0.0, 0.1], [-0.1, 0.0, 0.0], [0.0, 0.1, 0.1], [0.1, 0.1, 0.1], [0.0, -0.9, -0.1], [-0.1, -0.1, -0.1], [0.0, 0.0, 0.0], [0.0, 0.2, 0.1], [0.1, -0.1, 0.2], [-0.2, -0.6, -0.6], [0.0, -0.1, 0.0], [-0.1, -0.1, 0.0], [0.3, 0.0, 0.1]]
}


[6]
{
  "formula": "C7H14N",
  "method": "wB97M-V/def2-TZVPD",
  "relative_energy_kj_mol": 502.3,
  "e_homo_ev": [-13.98, -13.98],
  "total_charge": 1,
  "e_tot_ha": -329.41622,
  "homo_lumo_gap_ev": [7.38, 7.38],
  "symbols": ["H", "C", "C", "N", "H", "H", "H", "H", "H", "C", "H", "H", "H", "C", "H", "H", "H", "C", "C", "H", "H", "C"],
  "positions_angstrom": [[-0.84716, -2.57153, 0.53484], [-0.30365, -1.69021, 1.02940], [-1.81583, -0.08995, -1.49782], [2.07684, -0.12041, -0.27592], [0.64577, -1.01249, -1.26466], [-1.34704, -0.78017, -2.14110], [-2.68783, 0.43341, -1.87854], [0.23051, 0.14664, 1.25138], [3.48442, 0.72353, 0.76334], [-0.20854, -0.41326, 0.40170], [3.70805, 0.63873, -0.99073], [0.60865, 0.99088, -1.41028], [-2.28076, 0.61077, 1.73136], [3.09751, 0.85939, -0.19237], [-0.72664, -1.63983, 2.08340], [2.78172, 1.89298, -0.31794], [0.61100, -2.19910, 1.33893], [-1.43475, 0.05426, -0.25374], [0.93925, -0.01454, -0.86990], [-1.28052, 1.88770, 0.88226], [-3.12181, 1.26144, 0.33319], [-2.12919, 1.03178, 0.74321]],
  "atomic_forces_ev_per_a": [[0.4, 1.7, 0.2], [-0.6, -5.5, 1.4], [-1.0, 0.1, 0.2], [0.2, -1.1, 0.0], [-0.1, 0.4, -0.2], [0.8, -0.4, -1.0], [0.0, -0.3, 0.1], [-0.7, 0.9, -1.1], [1.6, -0.2, 1.4], [0.3, 0.9, 1.4], [2.1, -0.7, -1.7], [0.6, -2.3, 1.0], [0.1, -0.3, 0.1], [-3.1, 1.2, 0.8], [-0.1, 0.6, -1.3], [-0.4, 0.2, -0.2], [0.7, 0.5, -0.4], [-1.0, 2.4, 2.0], [0.3, 1.7, -1.8], [-2.7, -1.4, -0.4], [0.5, 0.7, 0.2], [2.1, 0.8, -0.9]]
}


[7]
{
  "formula": "C7H14N",
  "method": "wB97M-V/def2-TZVPD",
  "relative_energy_kj_mol": 362.5,
  "e_homo_ev": [-11.73, -13.02],
  "total_charge": 1,
  "e_tot_ha": -329.46947,
  "homo_lumo_gap_ev": [7.14, 9.42],
  "symbols": ["H", "H", "C", "H", "H", "H", "N", "C", "H", "H", "H", "C", "H", "C", "H", "H", "H", "C", "H", "H", "C", "C"],
  "positions_angstrom": [[0.84924, -1.56556, 0.51820], [-0.72302, -1.47835, -0.87336], [-1.47977, -1.51020, -0.09079], [-2.66265, -0.13085, 1.10049], [-1.16148, -2.14776, 0.73683], [2.50798, -1.34672, 0.45048], [1.63020, -0.93809, 0.79148], [-0.89235, 0.97847, 0.58035], [-2.36560, -1.97465, -0.51965], [-1.39976, 0.94466, -1.55809], [1.66343, -0.89292, 1.81792], [-1.84065, -0.12093, 0.39010], [0.64374, 1.22209, 2.04143], [-1.79249, 1.07051, -0.55326], [-2.60028, 1.78937, -0.52224], [0.93962, 1.11497, -1.73102], [0.70407, 2.35933, 0.69402], [1.67769, 0.47328, -1.25262], [1.62260, -0.51429, -1.71274], [2.65156, 0.90272, -1.50032], [1.52889, 0.44104, 0.22869], [0.49901, 1.32389, 0.96410]],
  "atomic_forces_ev_per_a": [[0.2, 0.3, 0.1], [0.1, 0.0, -0.1], [-0.2, 0.3, 0.1], [-0.1, 0.1, -0.1], [0.1, -0.1, 0.0], [-0.2, -0.1, 0.2], [0.2, 0.1, 0.1], [0.7, -0.3, -0.2], [0.0, -0.1, -0.1], [0.0, -0.2, -0.1], [0.0, -0.1, -0.2], [0.0, -0.2, 0.2], [0.0, 0.1, 0.1], [-0.1, 0.3, -0.2], [-0.1, 0.1, 0.1], [-0.1, 0.0, 0.1], [0.0, 0.0, 0.1], [0.4, 0.2, 0.0], [0.0, -0.1, -0.1], [0.1, -0.1, -0.2], [-1.9, 0.3, 0.1], [0.7, -0.2, 0.0]]
}


[8]
{
  "formula": "C7H14N2",
  "method": "wB97M-V/def2-TZVPD",
  "relative_energy_kj_mol": 174.8,
  "smiles": "[H]/N=C(\\N)C(C)=C=C.CC",
  "e_homo_ev": -8.84,
  "total_charge": 0,
  "e_tot_ha": -384.56532,
  "homo_lumo_gap_ev": 9.67,
  "symbols": ["H", "H", "H", "H", "C", "C", "H", "H", "H", "H", "H", "N", "C", "H", "H", "N", "H", "H", "C", "H", "C", "C", "C"],
  "positions_angstrom": [[-1.41318, -1.72737, 2.40877], [-1.33486, 0.00664, 2.73456], [0.15807, -0.89953, 2.45952], [0.76366, 2.53456, -0.82645], [-0.46701, -1.44973, -0.30130], [-1.00274, -0.50160, 0.68608], [-0.04635, -1.79071, -2.15490], [0.23909, -2.74265, 1.15487], [0.35431, 0.88607, -1.54595], [0.56365, -3.21004, -0.45199], [3.02226, 1.63869, -0.20956], [0.02564, -2.63855, 0.17910], [1.14965, 1.63970, -1.31088], [1.58774, 1.94295, -2.26202], [1.74257, 0.64803, 0.50579], [-0.43659, -1.09302, -1.52688], [-3.28600, 1.60305, -0.25242], [-1.75494, 2.61331, -0.28286], [2.19253, 0.96819, -0.43078], [2.58914, 0.08612, -0.92525], [-1.53581, 0.62519, 0.27379], [-2.22192, 1.66262, -0.08063], [-0.88891, -0.80194, 2.15940]],
  "atomic_forces_ev_per_a": [[0.0, 0.0, 0.0], [0.0, 0.0, 0.0], [0.0, 0.0, 0.1], [-0.3, 0.0, 0.0], [0.7, 0.0, -0.8], [-0.1, 0.5, 0.5], [0.1, -0.1, 0.2], [0.0, 0.0, 0.0], [0.5, 1.0, 0.2], [0.0, 0.1, 0.1], [0.1, 0.0, 0.1], [-0.1, -0.3, 0.2], [-0.3, -0.7, -0.3], [0.1, 0.1, 0.0], [0.0, 0.0, 0.2], [-0.4, -0.2, -0.2], [-0.2, -0.1, 0.1], [0.1, 0.1, 0.0], [0.0, 0.1, -0.1], [0.1, -0.2, 0.0], [-0.3, -0.6, 0.2], [0.1, 0.3, -0.2], [0.0, 0.1, 0.0]]
}


[9]
{
  "formula": "C7H14N2",
  "method": "wB97M-V/def2-TZVPD",
  "relative_energy_kj_mol": 24.0,
  "smiles": "CCc1c[nH]cn1.CC",
  "e_homo_ev": -8.62,
  "total_charge": 0,
  "e_tot_ha": -384.62274,
  "homo_lumo_gap_ev": 9.50,
  "symbols": ["H", "N", "H", "C", "C", "H", "H", "H", "H", "H", "H", "H", "H", "H", "C", "C", "N", "H", "C", "H", "C", "C", "H"],
  "positions_angstrom": [[0.79179, 2.29658, 1.15978], [0.19166, 2.21410, -0.88420], [-0.96220, 1.64658, -2.57368], [2.09088, -1.64317, -1.16036], [0.09680, 1.89961, 0.44598], [3.13105, -1.33538, -1.29582], [-0.72575, 0.59522, 2.60595], [1.53446, -0.74367, -0.90618], [-1.48880, -1.56417, 0.63131], [-1.70520, -1.83934, 2.39833], [1.18485, -3.48303, -0.49872], [1.80597, -1.97902, -2.16142], [0.63315, 3.02206, -1.28734], [-0.08277, -1.52850, 1.78343], [-1.28498, 0.21234, 1.75726], [-0.71748, 1.45077, -1.54345], [-1.32215, 0.63156, -0.72998], [-2.33610, 0.43375, 1.93581], [1.93250, -2.77556, -0.14007], [2.84587, -3.35510, -0.11185], [-0.81013, 0.87689, 0.50962], [-1.13729, -1.33021, 1.62488], [1.56511, -2.45224, 0.82543]],
  "atomic_forces_ev_per_a": [[-0.1, 0.1, 0.2], [-0.3, 0.4, -0.5], [0.1, -0.3, -0.1], [0.4, 0.1, -0.3], [0.5, -0.5, -0.2], [0.0, 0.0, 0.3], [0.1, 0.0, 0.1], [-0.2, 0.0, 0.0], [0.1, -0.6, -0.2], [-0.1, -0.2, -0.1], [-0.2, 0.0, 0.0], [-0.3, 0.1, 0.1], [0.2, -0.1, 0.1], [0.1, -0.5, -0.3], [-0.2, -1.0, -0.3], [0.1, 0.4, 0.2], [-0.4, -0.4, -0.3], [-0.1, 0.2, -0.1], [-0.4, -0.2, -0.9], [0.3, 0.0, 0.6], [0.1, 0.8, 0.8], [0.1, 1.4, 0.7], [0.5, 0.1, 0.3]]
}